[1]
Density functional theory data (ωB97M-V/def2-TZVPD) for a cluster of 14 separate species, C35H84B2F20N9O13P in total.

Computed properties:
Total charge: +4
LUMO energy, Eh: -0.3106
Frontier orbital gap, eV: 5.00
E_HOMO, hartree: -0.494

```
164
Properties=species:S:1:pos:R:3:forces:R:3:lowdin_charge:R:1
C 1.70543 3.85901 -3.94985 -1.20 0.59 -0.40 0.036
C 1.38033 4.06581 -5.41017 0.44 -0.33 1.85 -0.396
O 2.07525 3.72115 -6.28017 0.52 -0.12 -1.38 0.208
N 0.01294 4.64723 -5.76764 0.64 -0.61 -1.15 0.103
H -0.71146 4.08472 -5.27328 -0.02 0.30 -0.51 0.116
H -0.09214 5.63605 -5.54803 0.15 -0.09 0.42 0.179
C -0.13615 4.55670 -7.28506 -1.46 0.12 0.45 0.029
H 2.56712 3.20644 -3.88086 0.10 0.15 0.02 0.103
H 0.82191 3.40578 -3.50187 0.13 -0.15 0.23 0.061
H 1.85182 4.83238 -3.47674 0.27 -0.06 0.06 0.094
H -0.12972 3.53461 -7.64409 0.36 -0.12 0.35 0.113
H 0.61637 5.16474 -7.76910 0.03 0.03 0.07 0.110
H -1.15101 4.91800 -7.44458 0.14 0.25 -0.36 0.109
C -1.39124 -4.12817 -4.09431 -1.83 -0.28 -0.35 0.041
C -2.22701 -4.93602 -3.13239 0.92 1.42 -0.73 -0.395
O -1.87389 -5.27201 -2.07611 -0.06 -0.69 1.44 0.215
N -3.63249 -5.38801 -3.55201 -0.54 0.16 -1.15 0.088
H -3.96549 -4.96011 -4.42063 0.42 0.16 -0.01 0.172
H -3.44365 -6.35808 -3.84262 -0.70 -0.22 0.65 0.201
C -4.70222 -5.12187 -2.51071 0.90 -0.71 0.29 0.044
H -1.89911 -4.07076 -5.05973 0.45 -0.32 -0.25 0.093
H -0.42767 -4.62750 -4.09610 0.24 0.42 -0.25 0.079
H -1.38733 -3.08903 -3.75842 0.43 -0.17 0.39 0.100
H -4.22325 -5.35511 -1.56332 -0.29 -0.02 0.14 0.102
H -5.56414 -5.75623 -2.68471 -0.01 0.03 -0.09 0.113
H -4.94088 -4.06576 -2.56291 -0.08 0.00 -0.08 0.103
C -1.22889 5.97588 -0.69214 -1.15 0.53 -0.99 0.038
C -1.02155 7.41474 -0.36809 0.80 -1.39 -0.29 -0.419
O -0.46921 7.83805 0.57126 0.31 1.01 0.95 0.202
N -1.46483 8.41113 -1.42785 -0.99 0.30 -0.58 0.096
H -0.80140 9.18305 -1.55935 0.21 -0.15 0.67 0.191
H -1.54254 8.03779 -2.37731 -0.34 -0.49 0.28 0.176
C -2.77429 9.07280 -0.96699 0.73 0.79 0.11 0.063
H -0.68522 5.77975 -1.62112 0.06 -0.31 0.12 0.093
H -2.29261 5.83257 -0.91810 0.04 -0.17 0.00 0.102
H -0.98528 5.29931 0.11527 0.21 0.19 0.10 0.075
H -2.44746 9.59035 -0.06767 -0.38 0.19 0.02 0.113
H -3.60080 8.41283 -0.72078 0.33 -0.51 -0.28 0.116
H -3.03104 9.78204 -1.74845 -0.22 0.03 0.11 0.113
C 4.11255 -8.83885 1.05293 -0.09 0.38 0.12 0.041
C 3.21656 -7.82989 0.40454 -0.17 -1.13 -0.16 -0.395
O 2.05093 -7.90542 0.26817 -0.34 0.41 0.06 0.211
N 3.89269 -6.63429 -0.27054 0.23 -0.02 -0.36 0.099
H 4.89255 -6.79901 -0.41269 0.02 0.13 0.47 0.182
H 3.52985 -6.59077 -1.24057 -0.48 0.26 0.26 0.146
C 3.59151 -5.36493 0.46918 -0.23 0.62 -0.29 0.007
H 4.28829 -9.65106 0.34348 0.33 0.22 -0.19 0.118
H 3.58583 -9.32457 1.87194 -0.08 0.26 0.11 0.110
H 5.02738 -8.36559 1.40467 0.18 -0.34 -0.03 0.093
H 3.98684 -5.38220 1.48065 0.13 -0.30 -0.04 0.108
H 2.51737 -5.19800 0.49978 -0.04 -0.46 0.02 0.084
H 3.97738 -4.51441 -0.08633 0.30 -0.17 -0.05 0.085
C -3.40724 0.19165 4.15587 -1.59 -0.88 1.00 0.033
C -2.67587 -1.11384 4.07334 0.97 1.27 -0.26 -0.403
O -2.62982 -1.77857 3.10247 -0.04 -0.56 0.01 0.185
N -1.74866 -1.39625 5.24246 -0.98 0.32 -0.09 0.105
H -2.26353 -1.20547 6.10615 0.10 -0.05 0.01 0.187
H -1.53167 -2.42547 5.27577 0.35 -1.43 -0.52 0.126
C -0.54155 -0.52145 5.19808 -0.41 0.23 1.20 0.013
H -4.36482 -0.03625 4.65513 -0.08 -0.22 -0.26 0.119
H -3.68964 0.47057 3.14789 0.30 0.56 0.07 0.087
H -3.06417 0.95128 4.85347 0.72 0.16 -0.54 0.073
H 0.03761 -0.84019 6.05962 0.66 -0.36 -0.54 0.092
H -0.80657 0.50256 5.46449 -0.38 0.02 -0.41 0.076
H -0.07182 -0.54250 4.22363 0.23 -0.42 0.09 0.089
C 3.39101 -1.24551 3.03610 -0.49 0.09 0.02 0.035
C 4.48048 -0.45295 2.38303 -0.57 -1.40 0.82 -0.407
O 5.54278 -0.31972 2.87275 0.83 0.86 -0.43 0.203
N 4.21752 0.02341 0.97869 0.73 -0.34 -0.81 0.078
H 4.98409 -0.28128 0.36641 0.35 0.30 0.44 0.185
H 3.44533 -0.51213 0.51942 -1.04 -0.08 -0.27 0.104
C 4.03220 1.50465 0.89535 -0.66 -0.63 1.22 0.027
H 3.60260 -1.35801 4.09609 0.20 0.19 -0.02 0.090
H 3.39715 -2.25676 2.62079 -0.08 0.05 -0.25 0.107
H 2.38103 -0.85550 2.90801 0.06 0.01 -0.28 0.082
H 4.91781 2.02734 1.24342 0.32 -0.12 -0.61 0.109
H 3.29517 1.69578 1.67788 -0.33 0.27 -0.37 0.087
H 3.63954 1.73701 -0.08572 0.22 0.27 -0.05 0.101
C -5.65025 3.53479 -2.57335 0.23 -0.30 -0.11 0.045
C -5.74301 2.43378 -1.55988 0.46 2.19 -1.44 -0.425
O -6.52812 2.36119 -0.70611 -0.85 -0.84 1.27 0.227
N -4.67103 1.36871 -1.64768 -1.16 -1.84 0.79 0.102
H -5.22671 0.50277 -1.65129 -0.04 0.14 0.24 0.187
H -4.13785 1.27803 -2.53305 0.44 0.96 0.48 0.139
C -3.86868 1.35537 -0.37851 2.05 -0.93 -0.16 0.016
H -6.31757 4.34281 -2.29238 -0.15 -0.14 0.06 0.107
H -5.94734 3.12464 -3.54212 0.08 0.14 -0.09 0.111
H -4.63454 3.92582 -2.64811 0.08 -0.20 -0.05 0.086
H -3.46865 0.35527 -0.18631 -0.37 -0.19 -0.41 0.097
H -4.36194 1.62130 0.55186 -0.62 0.65 -0.55 0.092
H -2.95876 1.91721 -0.57744 -0.29 0.58 0.23 0.093
C -1.38028 3.79158 5.49674 0.00 0.81 0.33 0.031
C -0.43323 3.61856 4.36904 -0.98 -0.27 0.17 -0.384
O -0.34304 2.69610 3.64372 0.72 0.13 -0.22 0.162
N 0.49884 4.84182 4.10715 0.28 0.01 -0.07 0.104
H 0.49156 5.50933 4.88431 -0.19 -0.25 0.12 0.182
H 1.46358 4.50853 4.04298 -0.06 -0.13 -0.11 0.182
C 0.12520 5.62240 2.87394 -0.88 0.88 0.60 0.012
H -0.88269 3.55725 6.44256 0.07 0.01 -0.01 0.120
H -2.27250 3.18307 5.38789 0.18 -0.18 -0.24 0.092
H -1.72058 4.82882 5.54575 0.01 -0.02 0.07 0.103
H -0.90500 5.95732 3.01590 -0.13 -0.33 -0.14 0.094
H 0.18883 5.04563 1.96179 0.33 -0.24 0.18 0.087
H 0.69408 6.54939 2.89028 0.42 -0.27 -0.33 0.109
C 5.42994 -3.04685 -3.00505 0.53 0.04 0.17 0.032
C 4.51328 -2.35971 -3.95941 0.73 -0.30 0.00 -0.412
O 4.83825 -1.80805 -4.94967 -0.24 0.42 -0.60 0.192
N 3.07175 -2.38461 -3.57895 -0.77 -1.09 0.54 0.076
H 2.83136 -3.34661 -3.23970 0.57 0.66 0.34 0.110
H 2.94259 -1.80563 -2.71148 -0.38 0.05 0.08 0.136
C 2.10481 -2.20641 -4.71623 1.45 0.13 -0.04 0.030
H 5.33903 -4.12954 -3.10282 -0.57 0.03 0.38 0.092
H 5.25535 -2.64854 -2.00337 -0.21 -0.52 0.16 0.085
H 6.47828 -2.87079 -3.24188 -0.17 0.46 -0.33 0.105
H 2.39317 -3.02705 -5.36925 -0.62 -0.02 -0.20 0.110
H 2.34532 -1.29162 -5.24011 -0.31 0.31 0.10 0.096
H 1.10234 -2.28797 -4.32003 -0.04 0.06 -0.11 0.081
C 1.23612 -1.32018 -0.60773 0.43 1.82 -0.84 -0.454
O 1.07712 -0.68781 0.67579 -0.80 -0.02 -0.08 -0.108
O 2.55413 -1.41129 -0.86115 0.06 -0.57 0.21 -0.198
C 0.40617 -2.60781 -0.70318 1.42 -1.26 -0.21 -0.539
F 0.69541 -3.22475 -1.88611 -0.12 0.41 -0.22 0.107
F 0.75074 -3.49106 0.22764 -0.37 -0.01 0.33 0.163
F -0.92358 -2.44094 -0.71844 -0.08 0.33 0.40 0.146
C -0.09073 0.11866 0.89518 0.18 -0.25 0.42 -0.233
C 0.22181 1.60241 0.74430 0.61 -0.39 -0.25 -0.067
H -0.71886 2.15491 0.71565 0.24 0.33 0.16 0.061
H 0.90186 1.94455 1.52622 -0.46 0.06 0.37 0.042
H 0.82589 1.78048 -0.15361 -0.53 -0.14 -0.33 0.075
H -0.42679 -0.13811 1.90376 0.12 0.28 0.14 0.102
H -0.96893 -0.14306 0.30035 0.38 -0.27 -0.52 0.104
H 0.76356 -0.68209 -1.38617 -0.35 0.24 0.20 0.154
C -0.26511 -4.47831 4.63969 -0.60 -0.53 1.58 -0.495
O 0.45731 -3.54610 5.50086 1.03 -0.08 -0.27 -0.111
O -1.53278 -4.33005 4.94649 0.13 1.32 -0.99 -0.145
C 0.14495 -4.26694 3.15102 -1.66 -0.23 0.56 -0.550
F 0.02804 -2.96804 2.77128 0.49 0.05 -0.14 0.099
F 1.37020 -4.72797 2.80031 0.30 0.44 0.03 0.101
F -0.72004 -4.98118 2.42393 0.06 0.14 -0.52 0.144
C 1.86140 -3.57973 5.45682 0.83 0.78 0.15 -0.300
C 2.43363 -2.71028 6.59267 -0.59 -0.54 -1.47 -0.057
H 3.49430 -2.65494 6.34553 0.18 0.15 0.77 0.075
H 1.98636 -1.71809 6.54396 0.12 0.13 0.18 0.046
H 2.18446 -3.19846 7.52908 0.38 0.20 0.24 0.087
H 2.23128 -3.22222 4.48147 -0.13 0.24 0.09 0.074
H 2.38192 -4.54151 5.55695 -0.85 -0.48 0.09 0.128
H 0.09325 -5.50018 4.86157 0.40 -0.12 0.04 0.155
P -3.91574 4.70290 2.23802 -1.47 0.57 -0.15 0.173
F -5.24668 5.56077 2.37963 0.04 -0.16 0.04 -0.114
F -3.60985 4.85043 3.81662 0.01 -0.22 0.03 -0.147
F -4.74350 3.32495 2.43063 0.56 0.04 0.34 -0.154
F -2.51967 3.87144 2.10787 0.33 -0.16 -0.44 -0.188
F -4.18415 4.55104 0.62095 0.66 0.08 -0.04 -0.192
F -3.09424 6.10066 1.96147 0.51 -0.26 -0.27 -0.188
B 2.59505 -5.55550 -3.48784 0.66 -1.34 -0.22 -1.251
F 2.34398 -6.87421 -3.13369 0.00 0.03 0.07 0.150
F 3.69543 -5.44679 -4.34320 -0.20 0.28 0.05 0.145
F 1.48240 -4.94854 -4.06503 -0.04 0.28 0.18 0.126
F 2.97212 -4.89407 -2.26550 -0.18 0.52 0.08 0.056
B -1.82003 2.48765 -4.08529 1.23 -0.94 -0.76 -1.203
F -1.66526 3.64693 -3.30615 -0.18 0.21 0.01 0.101
F -2.03838 2.85089 -5.44389 -0.56 0.25 0.72 0.106
F -0.58683 1.78537 -4.12659 -0.29 0.24 0.45 0.095
F -2.79933 1.64038 -3.54097 -0.19 0.27 -0.25 0.117
```
Forces are in eV/Å.


[2]
Density functional theory data (ωB97M-V/def2-TZVPD) for a structure of composition C8H9N2P.

Computed properties:
Total charge: 0
LUMO energy, Eh: 0.0126
Frontier orbital gap, eV: 8.12
E_HOMO, hartree: -0.286

```
20
Properties=species:S:1:pos:R:3:forces:R:3:lowdin_charge:R:1
C 0.44613 -1.16224 -1.73539 1.21 -0.20 -1.21 -0.158
C -1.02371 1.31965 1.10308 0.41 1.59 0.64 -0.106
C -0.81899 -1.84123 -1.64257 -0.31 0.19 0.24 -0.169
C -2.36615 1.03651 1.35421 0.18 1.99 2.28 -0.144
C -0.63886 0.36773 0.18207 3.06 -2.70 -3.73 -0.031
C 0.90073 -0.11354 -1.07875 -4.52 2.17 4.77 -0.346
C -1.71559 -0.52114 -0.04100 2.44 0.41 -0.94 -0.356
C 2.69154 0.62480 0.93013 0.87 0.27 -1.15 -0.348
N -1.81407 -1.58008 -0.88765 -0.67 0.93 1.15 0.109
N -2.73416 -0.06597 0.68283 -2.86 -0.13 1.43 0.065
P 2.27899 1.02694 -0.85020 1.08 -1.53 -1.32 0.825
H 1.19358 -1.45664 -2.46918 -0.32 -0.75 -0.30 0.094
H -0.36154 2.14524 1.50769 -1.32 -1.11 -0.50 0.114
H -1.13870 -2.65324 -2.22545 0.97 -1.19 -1.46 0.087
H -3.03429 1.56318 2.09943 0.77 -0.91 -1.21 0.131
H 2.38428 -0.38045 1.11513 -0.06 -0.48 0.65 0.024
H 2.37921 1.35700 1.63817 -1.46 0.43 0.30 0.012
H 3.74587 0.79498 1.10192 0.72 -0.67 -0.51 0.020
H -3.63832 -0.51796 0.89737 1.06 0.20 -0.71 0.180
H 3.26405 0.05649 -1.68184 -1.23 1.50 1.58 -0.003
```
Forces are in eV/Å.


[3]
Density functional theory data (ωB97M-V/def2-TZVPD) for a structure of composition C3H9NS2.

Computed properties:
Total charge: 0
LUMO energy (alpha / beta), Eh: -0.0320 / -0.0327
Frontier orbital gap (alpha / beta), eV: 7.26 / 7.22
E_HOMO (alpha / beta), hartree: -0.299 / -0.298

```
15
Properties=species:S:1:pos:R:3:forces:R:3:lowdin_charge:R:1
C 0.79842 -1.97022 -0.83209 1.82 -2.21 0.74 -0.173
C 0.18302 0.26295 -1.72184 0.60 -1.49 -1.63 -0.139
C 1.90224 -0.09774 2.05981 0.65 5.43 -3.57 -0.572
N -0.05870 -0.78883 -0.75417 1.04 -0.76 -0.89 -0.772
S 0.29540 0.67920 2.22452 -1.69 -0.79 -0.80 0.390
S -1.18882 -0.65422 0.35124 1.06 1.11 2.24 0.709
H 1.76641 -1.85079 -1.44954 -1.68 0.38 0.91 0.105
H 1.11693 -2.19780 0.22086 -0.08 0.22 -0.92 0.063
H 0.40127 -3.00692 -1.15993 -0.30 2.00 0.06 0.100
H -0.42618 -0.04573 -2.59622 0.06 1.15 0.21 0.097
H 0.05677 1.23590 -1.31342 -0.78 0.69 0.25 0.065
H 1.22347 0.23699 -2.09160 -0.26 -0.20 0.38 0.083
H 2.65722 0.77169 2.36503 -1.35 -2.20 -0.43 0.076
H 2.02266 -0.20782 0.92969 0.30 -0.05 1.38 0.015
H 1.99862 -0.97717 2.51841 0.61 -3.27 2.07 -0.046
```
Forces are in eV/Å.


[4]
Density functional theory data (ωB97M-V/def2-TZVPD) for a cluster of 2 separate species, C19H23N4O5 in total.

Computed properties:
Total charge: +1
LUMO energy, Eh: -0.1494
Frontier orbital gap, eV: 7.07
E_HOMO, hartree: -0.409

```
51
Properties=species:S:1:pos:R:3:forces:R:3:lowdin_charge:R:1
C -2.70007 3.33313 -3.38878 0.86 0.01 0.92 -0.061
C -1.59606 2.23218 -3.26946 0.94 -1.40 0.00 -0.235
C -0.28889 2.31766 -3.90213 -0.79 -1.52 1.28 -0.020
C 0.67147 1.23941 -3.70156 -1.56 -0.10 0.80 -0.008
C 0.40174 0.05326 -2.88110 -1.35 0.64 -0.10 -0.098
C 1.47805 -1.08446 -2.68326 0.03 1.38 -0.67 -0.354
C 2.89469 -0.36341 -2.53062 -1.13 -0.54 0.11 -0.081
C 1.55382 -2.05753 -3.91722 0.75 -0.47 0.62 -0.076
C -0.92648 -0.03956 -2.25018 1.15 2.39 -2.09 -0.172
O -1.21584 -1.17270 -1.44058 -0.33 0.94 0.53 -0.057
C -1.99356 -0.76141 -0.32977 -0.01 0.92 -0.86 -0.116
N -1.89700 -1.68813 0.82529 0.35 0.03 -2.45 0.005
N -1.94582 -1.08957 2.00965 -0.06 -2.65 3.63 0.105
C -1.87827 -2.11862 2.97399 0.01 0.12 -3.51 -0.025
N -1.79634 -3.29939 2.31242 0.20 1.01 -0.04 0.155
C -1.80005 -3.05543 0.93055 -0.37 2.50 3.57 -0.291
N -1.77059 -3.90467 -0.10035 -0.04 -0.37 -0.39 0.189
C -1.88465 1.04341 -2.47660 1.01 -0.28 -0.13 0.008
H -2.31558 4.23229 -3.94019 -0.50 -1.02 0.25 0.083
H -3.66630 2.95032 -3.79343 0.91 0.29 0.05 0.084
H -2.91120 3.69700 -2.34300 0.11 -0.32 -0.97 0.084
H -0.05114 3.21643 -4.51833 -0.06 -0.98 0.58 0.114
H 1.66861 1.34537 -4.17648 -0.89 -0.16 0.40 0.104
H 1.21239 -1.63221 -1.74119 0.32 0.38 -0.90 0.124
H 3.63417 -1.13690 -2.20804 -0.39 0.88 -0.26 0.083
H 3.17543 0.06843 -3.52777 -0.01 -0.44 1.05 0.074
H 2.76893 0.46085 -1.77845 0.51 -0.78 -0.66 0.088
H 2.41105 -2.76432 -3.70751 -0.86 0.60 -0.25 0.084
H 0.64609 -2.69732 -4.05268 0.62 0.79 -0.03 0.079
H 1.84650 -1.51680 -4.85777 -0.62 -0.40 0.87 0.090
H -1.58180 0.23038 0.02173 -0.63 -0.93 -0.16 0.158
H -3.06860 -0.65610 -0.62937 0.80 -0.17 0.46 0.153
H -2.02742 -0.09528 2.21759 0.04 -0.20 -0.74 0.183
H -1.93227 -1.88045 4.05333 0.14 -0.55 -0.91 0.154
H -1.06290 -4.63248 -0.19058 -0.53 0.31 0.39 0.139
H -2.51888 -3.88525 -0.78651 0.49 0.13 0.11 0.135
H -2.89928 0.98283 -2.01348 0.94 0.07 -0.47 0.110
C 0.99405 0.12285 3.41103 -0.22 0.31 -0.10 0.048
C 1.63156 -0.41073 4.45899 -0.14 -0.98 -0.40 -0.227
C 2.19974 0.44757 5.54560 0.26 0.76 0.45 -0.308
O 2.75433 -0.07989 6.48819 -0.15 -0.37 -0.28 0.135
C 2.06138 1.89782 5.41672 0.04 -0.31 0.07 0.089
C 1.42552 2.42875 4.36610 0.25 0.82 0.40 -0.228
C 0.83571 1.56870 3.29618 -0.03 -0.47 -0.28 -0.320
O 0.24598 2.08824 2.36190 -0.10 0.12 0.17 0.088
O 1.28818 3.75932 4.22585 -0.24 -0.86 -0.42 0.117
O 1.78933 -1.73745 4.58440 0.10 0.85 0.39 0.111
H 0.57579 -0.48688 2.62242 0.16 -0.02 -0.03 0.110
H 2.49079 2.50847 6.19893 -0.02 0.00 -0.02 0.144
H 0.79540 3.88805 3.39330 0.06 0.16 0.08 0.121
H 2.27827 -1.86582 5.42224 0.00 -0.10 -0.04 0.128
```
Forces are in eV/Å.


Asked for max |F| across the records above, the calculation gives 2.67 6.92 6.54 4.49 eV/Å in order.
Asked for E_tot across the records above, the calculation gives -142657.847 -20706.857 -26414.799 -36264.746 eV in order.